Computed, not measured: a structure of composition C21H21BeNS, with ωB97M-V/def2-TZVPD.

```
45
Properties=species:S:1:pos:R:3
C -1.167 -1.378 -2.373
C 1.606 -0.476 -3.217
C -1.515 -0.100 -2.576
H -1.704 -1.964 -1.609
C 1.324 0.793 -2.921
H 2.600 -0.876 -2.965
H -2.277 0.354 -1.919
H 2.084 1.403 -2.409
C -1.111 0.776 -3.727
H -1.917 1.507 -3.902
H -1.001 0.234 -4.676
C -0.255 -2.204 -3.230
H -0.823 -2.839 -3.932
H 0.276 -2.895 -2.559
C 0.798 -1.429 -4.055
H 0.326 -0.967 -4.933
H 1.493 -2.184 -4.460
C 0.169 1.596 -3.455
H 0.429 2.134 -4.387
H -0.051 2.375 -2.713
Be -0.198 -0.189 0.631
H -0.750 -1.281 -0.024
S 0.432 0.874 4.629
C 0.736 -0.882 4.562
C 1.079 -1.741 5.604
C 1.274 -3.104 5.320
C 1.126 -3.599 4.015
C 0.761 -2.731 2.968
C 0.568 -1.371 3.242
N 0.202 -0.379 2.316
C 0.074 0.816 2.926
C -0.363 1.905 2.097
C -0.536 3.237 2.553
C -1.000 4.191 1.646
C -1.271 3.807 0.331
C -1.068 2.475 -0.111
C -0.609 1.532 0.768
H 1.185 -1.320 6.604
H 1.543 -3.778 6.132
H 1.294 -4.663 3.818
H 0.621 -3.081 1.944
H -0.314 3.476 3.594
H -1.171 5.213 1.980
H -1.617 4.545 -0.387
H -1.280 2.187 -1.138
```

- Frontier orbital gap: 7.47 eV
- Strongest force on any atom: 0.0422 hartree/bohr
- Total energy: -1280.47616 a.u.
- E_LUMO: -0.6 eV


Computed, not measured: a structure of composition C48H46MoNOP2Si, with ωB97M-V/def2-TZVPD.

```
100
Properties=species:S:1:pos:R:3
Mo 0.489 0.296 -0.055
C -2.642 -2.291 -0.178
Si -1.491 -0.972 -0.842
C -1.811 0.751 -0.213
C -1.928 1.971 -1.013
C -1.660 4.218 0.055
C -2.192 3.609 1.330
C -2.130 2.334 1.749
C -1.680 1.051 1.141
P -1.155 -0.319 2.246
C -2.718 -0.749 3.088
C -2.658 -1.411 4.313
C -3.825 -1.764 4.970
C -5.059 -1.465 4.410
C -5.124 -0.811 3.189
C -3.959 -0.457 2.526
C -0.165 0.395 3.596
C -0.634 1.338 4.516
C 0.200 1.822 5.507
C 1.506 1.352 5.610
C 1.966 0.385 4.736
C 1.131 -0.092 3.736
C -1.167 -1.381 -2.640
C -2.121 -1.537 -3.642
C -1.781 -2.114 -4.857
C -0.498 -2.602 -5.058
C 0.460 -2.483 -4.064
C 0.138 -1.842 -2.872
P 1.281 -1.610 -1.465
C 1.336 -3.228 -0.639
C 0.672 -3.436 0.565
C 0.673 -4.691 1.156
C 1.334 -5.744 0.545
C 2.003 -5.541 -0.656
C 2.008 -4.290 -1.245
C 2.987 -1.464 -2.082
C 3.337 -1.165 -3.396
C 4.671 -1.007 -3.748
C 5.664 -1.139 -2.792
C 5.325 -1.448 -1.482
C 3.998 -1.617 -1.131
H -3.573 -2.201 -0.744
H -2.886 -2.203 0.878
H -2.244 -3.287 -0.366
H -2.936 2.354 -1.138
H -0.946 4.998 0.346
H -2.641 4.304 2.034
H -2.545 2.165 2.737
H -1.700 -1.639 4.764
H -3.769 -2.272 5.923
H -5.968 -1.740 4.927
H -6.083 -0.572 2.749
H -4.025 0.055 1.574
H -1.659 1.680 4.484
H -0.168 2.558 6.207
H 2.155 1.733 6.386
H 2.973 0.003 4.823
H 1.495 -0.851 3.054
H -3.140 -1.206 -3.478
H -2.522 -2.207 -5.639
H -0.244 -3.087 -5.992
H 1.449 -2.891 -4.223
H 0.161 -2.615 1.055
H 0.159 -4.841 2.097
H 1.337 -6.722 1.004
H 2.525 -6.360 -1.133
H 2.547 -4.138 -2.172
H 2.580 -1.051 -4.159
H 4.927 -0.780 -4.774
H 6.702 -1.010 -3.066
H 6.092 -1.559 -0.728
H 3.753 -1.875 -0.108
C 0.410 1.656 -2.014
C -0.925 2.431 -2.003
C -0.928 3.078 -0.617
C 0.429 2.752 -0.005
C 1.251 2.238 -1.022
C 2.744 2.328 -1.123
C 0.992 3.401 1.236
C -2.758 4.935 -0.731
C -1.361 3.085 -3.288
C 0.946 1.288 -3.365
H 3.189 1.420 -1.531
H 3.216 2.535 -0.168
H 2.972 3.149 -1.810
H 1.239 2.661 2.000
H 0.301 4.104 1.690
H 1.909 3.945 1.002
H -2.359 5.355 -1.653
H -3.154 5.758 -0.137
H -3.594 4.281 -0.974
H -1.479 2.343 -4.079
H -0.641 3.831 -3.628
H -2.322 3.579 -3.155
H 1.926 0.826 -3.290
H 1.066 2.187 -3.976
H 0.282 0.612 -3.905
O 4.388 0.181 2.006
C 3.359 0.209 1.435
N 2.314 0.235 0.866
```

- Frontier orbital gap (spin up / spin down): 6.65 / 6.93 eV
- Energy relative to the best compared isomer or geometry (same formula, charge and spin): 4.6988 eV
- Expectation value of S²: 2.0321
- Strongest force on any atom: 0.0119 hartree/bohr
- Total energy: -3026.86682 a.u.
- E_LUMO (spin up / spin down): -3.4 / -3.6 eV
- Net charge: +1
- 2S+1: 3


Computed, not measured: a structure of composition C30H38N2PtS4Si2, with ωB97M-V/def2-TZVPD.

```
77
Properties=species:S:1:pos:R:3
Pt -0.177 0.360 -0.053
C -1.489 -5.035 5.553
C -1.257 -4.368 4.197
C -0.352 -5.282 3.359
C -2.614 -4.207 3.496
C -0.604 -2.990 4.333
C -0.355 -2.390 5.583
C 0.245 -1.151 5.707
C 0.603 -0.480 4.541
S 1.342 1.071 4.323
C 1.260 0.829 2.607
N 0.732 -0.268 2.221
C 0.350 -1.052 3.291
C -0.246 -2.303 3.189
C 1.651 1.837 1.580
C 1.853 3.154 1.895
C 2.010 4.100 0.872
C 1.972 3.725 -0.453
C 1.933 2.371 -0.772
C 1.796 1.379 0.216
H -1.911 -6.029 5.396
H -2.193 -4.470 6.167
H -0.556 -5.153 6.109
H -0.779 -6.286 3.311
H 0.643 -5.354 3.803
H -0.236 -4.917 2.337
H -3.076 -5.186 3.340
H -2.508 -3.721 2.523
H -3.292 -3.602 4.101
H -0.641 -2.904 6.490
H 0.429 -0.723 6.683
H -0.416 -2.707 2.198
H 1.848 3.468 2.933
H 2.145 5.143 1.129
H 2.054 4.471 -1.232
H 2.086 2.035 -1.790
C -4.048 2.764 -2.006
Si -2.264 2.243 -1.719
C -1.226 3.777 -1.926
C -1.854 1.027 -3.078
C -2.134 1.418 -0.025
C -2.745 0.089 -0.114
C -4.072 -0.337 -0.063
C -4.336 -1.686 -0.203
C -3.288 -2.589 -0.390
C -1.996 -2.111 -0.418
N -1.758 -0.805 -0.283
Si -2.610 2.368 1.520
C -1.513 3.846 1.773
C -4.364 3.041 1.504
C -2.532 1.177 2.958
H -4.166 3.155 -3.021
H -4.356 3.548 -1.315
H -4.739 1.924 -1.894
H -1.578 4.314 -2.812
H -0.178 3.527 -2.077
H -1.294 4.456 -1.074
H -1.799 1.537 -4.044
H -2.621 0.250 -3.154
H -0.897 0.537 -2.898
H -4.865 0.385 0.073
H -5.357 -2.045 -0.170
H -3.470 -3.646 -0.517
H -1.135 -2.751 -0.563
H -1.782 4.648 1.082
H -0.471 3.597 1.609
H -1.622 4.235 2.790
H -4.511 3.794 0.729
H -4.572 3.518 2.467
H -5.115 2.260 1.362
H -1.568 0.668 3.005
H -3.302 0.407 2.852
H -2.696 1.685 3.912
S 3.670 -2.564 -0.513
C 2.585 -1.334 -0.538
S 3.173 0.151 0.144
S 1.026 -1.361 -1.242
```

- Frontier orbital gap: 5.90 eV
- Strongest force on any atom: 0.0329 hartree/bohr
- Total energy: -3566.60045 a.u.
- E_LUMO: -1.4 eV


Computed, not measured: the molecule C3H4O2S, with ωB97M-V/def2-TZVPD.

```
10
Properties=species:S:1:pos:R:3
C -0.124 0.044 -1.176
C -0.332 -0.673 0.379
C 0.772 -0.290 1.293
O 0.814 -0.263 -1.855
O -1.084 -1.543 0.523
S -1.141 1.568 -2.207
H 1.314 0.558 0.905
H 1.506 -1.019 1.150
H 0.379 -0.124 2.340
H -2.104 1.743 -1.352
```

- SMILES string: CC(=O)C(=O)S
- Frontier orbital gap: 9.55 eV
- Energy relative to the best compared isomer or geometry (same formula, charge and spin): 1.9531 eV
- Strongest force on any atom: 0.0656 hartree/bohr
- Total energy: -665.31386 a.u.
- E_LUMO: 0.2 eV